This record from the Open Molecules 2025 dataset describes a structure of composition C45H91InNO10S in a non-equilibrium geometry. The level of theory is ωB97M-V/def2-TZVPD.

For the energy above the lowest of the compared OMol25 structures with the same formula, charge and spin, the calculation gives 0.0 kcal per mole. The lowest unoccupied orbital energy is 0.056 hartree. Its electronic energy is -3164.6226 Eh.

Geometry as ORCA input:
```
! RIJCOSX wB97M-V def2-TZVPD def2/J DEFGRID3
* xyz -1 1
C 0.34469 -4.51979 4.21965
C 0.14270 -3.92746 3.19056
In -0.18779 -2.76216 1.33256
S -0.59540 -0.42595 2.10263
C 1.67350 -3.02334 0.12194
C 2.15851 -1.75187 -0.60544
C 3.61472 -1.35312 -0.26130
C 3.84074 0.14621 0.01946
C 4.23110 0.42581 1.46921
N 3.02780 0.38237 2.30724
C -1.93689 -3.61493 0.28794
C -3.31481 -3.02491 0.71290
C -4.11774 -2.52362 -0.48337
C -5.30116 -1.60206 -0.15906
C -4.92886 -0.10913 -0.18743
C -5.75731 0.80856 0.70900
C -5.37904 0.91507 2.20308
C -4.69821 -0.29300 2.84181
H 0.49179 -4.75075 5.25778
H -1.26506 0.17199 1.10972
H 2.47661 -3.38848 0.76349
H 1.45333 -3.83540 -0.57341
H 2.15597 -1.95260 -1.68115
H 1.49117 -0.90701 -0.43493
H 3.97239 -1.91123 0.60150
H 4.23410 -1.63314 -1.11542
H 4.63852 0.55571 -0.60550
H 2.93133 0.70750 -0.20252
H 4.93377 -0.32757 1.82786
H 4.74567 1.38798 1.53508
H 3.26232 0.39616 3.29141
H 2.44946 1.19095 2.12303
H -1.93012 -4.67887 0.53152
H -1.81307 -3.52301 -0.79190
H -3.15904 -2.21665 1.42632
H -3.87954 -3.80968 1.21819
H -3.44288 -2.02867 -1.18527
H -4.51063 -3.40382 -1.00109
H -6.04434 -1.75627 -0.94253
H -5.78285 -1.87421 0.77904
H -3.85516 0.02701 -0.03576
H -5.12164 0.22369 -1.20966
H -6.81604 0.56289 0.60510
H -5.65229 1.81786 0.29945
H -4.70946 1.76784 2.32355
H -6.28449 1.13754 2.77106
H -4.60320 -0.11005 3.91433
H -5.26341 -1.21333 2.72652
H -3.68358 -0.41773 2.47248
C 5.72078 5.68554 -0.11292
C 6.15405 4.26964 0.17909
O 5.33832 3.37935 0.24759
C 7.62693 4.02714 0.38698
H 4.64223 5.71087 -0.24870
H 5.99192 6.34073 0.71685
H 6.19864 6.05563 -1.02172
H 7.98660 4.61207 1.23359
H 8.18235 4.31508 -0.50803
H 7.79384 2.97109 0.58842
C 1.87767 -3.38467 8.34682
C 1.84339 -4.88480 8.22703
O 0.94451 -5.45645 7.65437
C 2.99556 -5.65212 8.83660
H 0.99769 -2.96744 7.86237
H 1.88901 -3.08589 9.39566
H 2.77016 -2.98796 7.86730
H 3.03905 -5.46790 9.91151
H 3.93824 -5.33300 8.38798
H 2.85602 -6.71653 8.65973
C -9.50297 0.85313 -2.68623
C -8.09446 0.58195 -3.16450
O -7.34373 -0.12740 -2.54063
C -7.68244 1.23823 -4.45930
H -9.67600 0.32586 -1.75104
H -9.64452 1.92347 -2.52868
H -10.22307 0.51388 -3.43295
H -7.76024 2.32296 -4.37257
H -8.32984 0.90846 -5.27418
H -6.65408 0.97038 -4.69069
C 4.97735 1.10824 8.08543
C 3.89255 0.12926 7.69975
O 3.47413 -0.69162 8.48189
C 3.35991 0.22225 6.29064
H 5.27340 0.93650 9.11770
H 5.84352 0.97909 7.43480
H 4.61160 2.13072 7.97928
H 4.16760 0.06103 5.57445
H 2.93303 1.21129 6.11592
H 2.59045 -0.53028 6.13543
C 10.53156 7.34811 3.31913
C 10.47511 5.84299 3.21242
O 9.53046 5.27849 2.71508
C 11.65587 5.07657 3.75724
H 9.62788 7.77776 2.89411
H 10.61442 7.64552 4.36555
H 11.40018 7.72864 2.77957
H 11.78082 5.28896 4.82009
H 12.56668 5.37194 3.23409
H 11.49227 4.01065 3.62070
C -9.21449 -1.32661 -7.52244
C -9.49251 -0.07243 -8.32004
O -9.42238 1.02461 -7.81550
C -9.85339 -0.26885 -9.76986
H -8.96345 -1.06604 -6.49712
H -10.09430 -1.97209 -7.52379
H -8.38132 -1.87368 -7.96596
H -10.75331 -0.87852 -9.85305
H -9.04674 -0.77707 -10.29323
H -10.03041 0.69830 -10.23477
C -9.44886 -4.59877 -11.90211
C -9.73651 -3.35993 -12.71595
O -9.67734 -2.25544 -12.23012
C -10.10136 -3.56869 -14.16607
H -9.20043 -4.31618 -10.88202
H -10.32330 -5.25120 -11.89233
H -8.61179 -5.14654 -12.33734
H -11.00015 -4.18270 -14.24100
H -9.28849 -4.07781 -14.68599
H -10.28287 -2.60632 -14.63792
C 1.62529 5.28378 0.79612
C 1.36978 6.57024 0.04822
O 2.25277 7.16241 -0.52822
C -0.05172 7.08077 0.04731
H 2.67575 5.01210 0.72314
H 1.35642 5.40238 1.84703
H 1.02094 4.47911 0.37470
H -0.38261 7.26630 1.07034
H -0.71339 6.33904 -0.40202
H -0.10674 8.00496 -0.52305
C 4.00156 1.44628 -4.81205
C 3.58170 2.77624 -4.23045
O 2.84944 3.52615 -4.83311
C 4.12152 3.10934 -2.86310
H 3.55070 1.31858 -5.79343
H 5.08815 1.40546 -4.90464
H 3.67874 0.63528 -4.15721
H 5.21237 3.13804 -2.88880
H 3.81197 2.35226 -2.14084
H 3.74574 4.07914 -2.54416
C 5.29352 -6.45452 3.75974
C 4.99695 -5.56793 4.94604
O 5.88802 -5.07249 5.60119
C 3.54550 -5.33756 5.26183
H 6.36998 -6.54536 3.63110
H 4.86203 -7.44408 3.91761
H 4.85421 -6.02598 2.85787
H 3.05398 -6.28579 5.48593
H 3.03813 -4.87160 4.41454
H 3.46190 -4.67875 6.12176
*
```

---

This record from the Open Molecules 2025 dataset describes a structure of composition C23H19AgN4O9S. The level of theory is ωB97M-V/def2-TZVPD.

For the energy above the lowest of the compared OMol25 structures with the same formula, charge and spin, the calculation gives 5.5 kcal per mole. The lowest unoccupied orbital energy is 0.137 hartree. Its electronic energy is -2329.1154 Eh.

Geometry as ORCA input:
```
! RIJCOSX wB97M-V def2-TZVPD def2/J DEFGRID3
* xyz -2 1
Ag -0.09654 0.74680 -2.37621
C 2.46882 1.93941 -0.27167
N 1.17595 2.48914 -0.60621
C 0.44710 2.90666 0.56951
C 1.24438 3.52906 -1.61006
C 1.78072 3.05964 -2.94955
C 2.74902 3.83866 -3.57665
C 3.24199 3.49822 -4.83153
C 2.75614 2.35464 -5.44503
C 1.79720 1.57423 -4.79996
C 1.26976 1.88450 -3.54024
H 3.12104 2.69578 0.21222
H 2.96494 1.57438 -1.17033
H 2.33967 1.09505 0.40429
H 0.97918 3.71098 1.11986
H 0.31116 2.05013 1.23003
H -0.53877 3.27073 0.27705
H 1.85353 4.38742 -1.25375
H 0.22356 3.89783 -1.75455
H 3.12711 4.72487 -3.07154
H 3.99905 4.10963 -5.31199
H 3.12717 2.05935 -6.42278
H 1.45374 0.67853 -5.30957
O -1.94759 0.08171 -1.33255
C -2.47639 0.86466 -0.50111
O -2.70388 2.07369 -0.57716
C -2.88491 0.15964 0.80170
C -2.86835 -1.22658 0.87488
C -3.14044 -1.84499 2.08128
C -3.40109 -1.13606 3.23782
C -3.43098 0.23964 3.12663
C -3.18705 0.89950 1.93126
N -3.73739 1.02081 4.33475
O -3.92783 0.41566 5.37710
O -3.79541 2.23031 4.23519
N -3.13657 -3.31348 2.15732
O -3.04093 -3.82572 3.26138
O -3.24430 -3.93605 1.12311
H -2.60104 -1.79169 -0.00725
H -3.58065 -1.63323 4.17682
H -3.20209 1.97744 1.85974
O -0.03315 -0.34732 1.41245
C 0.47281 -1.21553 0.70408
N 0.96505 -1.06946 -0.53840
S 1.73030 -2.37832 -1.04932
O 3.17021 -2.23659 -0.98449
O 1.21157 -2.88717 -2.29142
C 1.24335 -3.44267 0.30351
C 1.44443 -4.78879 0.52662
C 0.93515 -5.32952 1.70409
C 0.26072 -4.52932 2.62345
C 0.08480 -3.17060 2.38496
C 0.57707 -2.64338 1.20580
H 1.96540 -5.40306 -0.19705
H 1.05423 -6.38726 1.90797
H -0.14002 -4.97407 3.52627
H -0.43092 -2.52783 3.08923
*
```